# 1
Here is C23H60O23PbS7 as an isolated structure in a non-equilibrium geometry from the Open Molecules 2025 dataset. Energies are from the ωB97M-V functional and the def2-TZVPD basis.

Element x y z (Å)
Pb  0.0574  0.3611  3.8644
O  -0.8637  -0.4303  1.4659
C  -0.2363  0.3718  0.5060
C  0.2422  1.8996  0.9098
O  0.8919  2.1163  2.1509
H  -0.9537  0.5070  -0.3034
H  0.5413  -0.2417  0.0511
H  -0.6956  2.4530  0.9582
H  0.9006  2.2074  0.0975
O  5.9681  0.9446  -1.4809
S  5.0725  1.7310  -0.6569
O  5.5806  2.5710  0.4052
O  4.2074  2.7527  -1.6639
C  3.3513  3.7018  -0.9618
C  3.9518  5.1548  -0.8547
C  3.6570  0.7150  -0.0979
H  3.0632  3.4985  0.0696
H  2.4141  3.7038  -1.5183
H  5.0101  5.0794  -0.6050
H  3.3905  5.6755  -0.0789
H  3.9389  5.6490  -1.8262
H  3.0060  0.4558  -0.9328
H  3.1439  1.1634  0.7528
H  4.1729  -0.1826  0.2432
O  2.8272  -3.3006  3.6930
S  2.6269  -2.2272  2.7253
O  2.0390  -0.9493  3.1784
O  4.0117  -1.9228  1.8324
C  4.8686  -2.9677  1.5448
C  6.2358  -2.3703  1.2550
C  1.6037  -2.9033  1.3688
H  4.4177  -3.5768  0.7613
H  4.9817  -3.5766  2.4418
H  6.1581  -1.6386  0.4508
H  6.9355  -3.1050  0.8566
H  6.5941  -1.9213  2.1813
H  1.7135  -3.9877  1.3549
H  1.7430  -2.4972  0.3669
H  0.5556  -2.7546  1.6288
O  -1.8027  -2.5681  -4.7573
S  -2.3415  -1.2029  -5.0140
O  -3.7999  -0.9197  -4.7890
O  -1.5806  -0.0417  -4.1136
C  -0.2113  -0.1818  -3.9446
C  0.3023  1.2220  -3.6136
C  -1.9154  -0.6595  -6.7709
H  0.2130  -0.5380  -4.8833
H  0.0414  -0.8286  -3.1044
H  1.3407  1.3188  -3.2967
H  -0.3752  1.6154  -2.8558
H  0.1638  1.8785  -4.4727
H  -0.8522  -0.8311  -6.9391
H  -2.1562  0.4000  -6.8580
H  -2.5043  -1.3149  -7.4126
O  0.1318  -3.3234  -1.8139
S  -1.1284  -3.9426  -1.4681
O  -1.8147  -4.7772  -2.3842
O  -0.8741  -4.8237  -0.0247
C  -0.1130  -6.0668  -0.0309
C  -1.0570  -7.1230  0.5148
C  -2.2503  -2.5860  -0.8424
H  0.7817  -5.9666  0.5836
H  0.0574  -6.3225  -1.0767
H  -0.5596  -7.9446  1.0301
H  -1.6588  -7.5542  -0.2852
H  -1.7319  -6.8464  1.3248
H  -2.0153  -1.5696  -1.1585
H  -2.1692  -2.5190  0.2425
H  -3.2650  -2.8453  -1.1446
O  2.7599  3.9438  5.3098
S  3.9061  4.2914  4.4503
O  4.8201  5.3214  4.8912
O  4.8100  2.9131  4.0906
C  4.1675  1.7716  3.5673
C  4.7737  0.5261  4.2335
C  3.2021  4.6561  2.7489
H  4.1771  1.7937  2.4776
H  3.0850  1.8142  3.6879
H  4.0012  -0.1750  4.5493
H  5.2696  0.7645  5.1744
H  5.4979  -0.0075  3.6179
H  2.4925  3.9084  2.3946
H  4.0883  4.8039  2.1317
H  2.6050  5.5671  2.7897
O  -5.8476  2.0249  -0.2720
S  -5.6628  1.0586  -1.3416
O  -5.9997  -0.4222  -1.1080
O  -6.4093  1.6636  -2.6335
C  -6.4291  0.9562  -3.7879
C  -7.1120  1.7827  -4.8267
C  -3.8829  1.1655  -1.8974
H  -6.8112  -0.0501  -3.6166
H  -5.4376  0.7128  -4.1697
H  -8.1984  1.7596  -4.7417
H  -6.8515  1.4029  -5.8146
H  -6.7301  2.8030  -4.8620
H  -3.7725  0.6773  -2.8657
H  -3.2696  0.6429  -1.1633
H  -3.5621  2.1992  -2.0262
O  -4.5441  2.3745  4.5871
S  -3.8267  1.4961  3.6529
O  -2.4617  1.0030  3.9857
O  -4.8012  0.1725  3.3252
C  -4.3815  -0.7624  2.4344
C  -3.5830  -1.8082  3.2022
C  -3.7551  2.4036  1.9706
H  -3.8625  -0.4805  1.5183
H  -5.2958  -1.3422  2.3076
H  -4.0931  -2.0609  4.1317
H  -2.5255  -1.5709  3.3181
H  -3.5641  -2.6989  2.5742
H  -2.9123  3.0773  2.1248
H  -4.6850  2.9581  1.8447
H  -3.3681  1.6727  1.2606

Computed properties:
- HOMO: -8.28 eV
- Total energy: -153002.006 eV
- M: 1136.38 g/mol
- Gap between HOMO and LUMO: 7.6691 eV
- Max |F|: 5.63 eV/Å
- ΔE to the lowest compared entry with this formula, charge and spin: 0.0 kJ/mol

Here are the Löwdin charges for atoms 1 to 2, given in e: atom 1 (Pb): 1.5743, atom 2 (O): -0.4128

=====

# 2
Here is a 8-piece molecular cluster, C23H61Br2N5O9P overall in a non-equilibrium geometry from the Open Molecules 2025 dataset. Energies are from the ωB97M-V functional and the def2-TZVPD basis.

Element x y z (Å)
N  -0.7705  2.0281  -3.5691
P  -1.1933  2.9236  -2.3561
C  -1.2864  1.9828  -0.7777
N  -1.8197  2.8613  0.2731
C  -2.3115  0.8383  -0.8846
Br  -3.9391  1.2032  -1.8611
N  -1.7571  -0.4298  -1.4226
C  -0.5776  -0.7669  -0.9075
N  -0.4430  -1.9416  -0.2513
N  0.4628  0.1502  -1.0330
C  0.1900  1.4814  -0.3845
C  1.3321  2.3750  -0.9081
C  1.4964  3.7526  -0.2300
C  2.8503  3.9590  0.4673
O  2.7462  3.7958  1.8800
C  0.3037  1.3159  1.1413
C  1.5334  0.5121  1.5308
O  2.6447  0.7480  1.2922
Br  1.1100  -1.0642  2.6345
H  -1.4161  2.0353  -4.3484
H  -0.2767  3.9219  -2.0270
H  -2.4026  3.6164  -2.4547
H  -2.8335  2.9182  0.2538
H  -1.4869  3.8202  0.1700
H  -2.6526  0.6286  0.1325
H  -2.4217  -1.1949  -1.2919
H  0.1995  -2.6536  -0.5705
H  -0.8368  -2.0358  0.6753
H  0.5561  0.3978  -2.0277
H  2.2322  1.7903  -0.7053
H  1.2897  2.4710  -1.9984
H  0.7081  3.9658  0.4952
H  1.4058  4.5188  -1.0076
H  3.2518  4.9474  0.2210
H  3.5807  3.2263  0.1155
H  2.5714  4.6521  2.2838
H  0.4020  2.2794  1.6429
H  -0.5834  0.8044  1.5169
C  2.4709  -3.7378  -1.5245
C  1.7709  -5.0438  -1.1735
O  1.3858  -5.7576  -2.3376
H  1.8258  -3.1148  -2.1547
H  2.7456  -3.1783  -0.6249
H  3.3798  -3.9202  -2.0978
H  0.8473  -4.8590  -0.6160
H  2.4128  -5.6649  -0.5424
H  2.2025  -5.9359  -2.8201
C  -3.5808  7.1028  -0.9016
C  -2.4664  6.7642  0.0635
O  -1.5254  5.8354  -0.5022
H  -4.1124  6.1981  -1.1931
H  -4.2919  7.7906  -0.4444
H  -3.1836  7.5754  -1.8036
H  -2.8589  6.2791  0.9543
H  -1.9358  7.6699  0.3694
H  -1.1546  6.2500  -1.2891
C  -5.8329  2.7820  2.1364
C  -5.5880  4.1977  1.6631
O  -4.5726  4.2569  0.6497
H  -4.9057  2.3537  2.5238
H  -6.5906  2.7543  2.9168
H  -6.1788  2.1519  1.3127
H  -5.2279  4.8263  2.4760
H  -6.5125  4.6360  1.2811
H  -4.8693  3.7182  -0.0895
C  -11.0626  4.9829  2.0056
C  -9.6849  4.6457  2.5387
O  -9.0176  3.6652  1.7411
H  -11.6787  4.0854  1.9538
H  -11.5606  5.7126  2.6443
H  -10.9966  5.4021  0.9987
H  -9.7524  4.2144  3.5362
H  -9.0712  5.5512  2.6024
H  -8.9397  4.0235  0.8507
C  6.0074  -7.6342  -1.9274
C  4.8165  -7.6587  -2.8642
O  5.0211  -6.8895  -4.0468
H  6.2491  -6.6105  -1.6409
H  5.7998  -8.2091  -1.0234
H  6.8897  -8.0614  -2.4095
H  3.9548  -7.2093  -2.3680
H  4.5585  -8.6877  -3.1320
H  5.7724  -7.2605  -4.5205
C  7.4094  -2.4410  -0.3127
C  6.4406  -3.5938  -0.1370
O  7.1034  -4.8481  -0.0058
H  8.0392  -2.6065  -1.1867
H  6.8769  -1.4973  -0.4377
H  8.0627  -2.3494  0.5577
H  5.7996  -3.6929  -1.0135
H  5.7989  -3.4184  0.7346
H  7.6742  -4.8059  0.7687
C  3.7930  -6.4320  3.4399
C  3.5513  -7.5416  2.4349
O  3.6990  -7.0946  1.0884
H  3.1070  -5.6025  3.2618
H  3.6511  -6.7895  4.4601
H  4.8119  -6.0473  3.3532
H  2.5316  -7.9160  2.5108
H  4.2320  -8.3775  2.6234
H  4.6018  -6.7724  0.9801

Computed properties:
- HOMO: -11.54 eV
- Total energy: -200082.641 eV
- M: 742.55 g/mol
- Gap between HOMO and LUMO: 7.1213 eV
- Max |F|: 2.35 eV/Å
- ΔE to the lowest compared entry with this formula, charge and spin: 0.0 kJ/mol
- Charge: +1

Here are the Löwdin charges for atoms 1 to 2, given in e: atom 1 (N): -0.2573, atom 2 (P): 0.7519

=====

# 3
Here is C23H61N2O23Y as an isolated structure in a non-equilibrium geometry from the Open Molecules 2025 dataset. Energies are from the ωB97M-V functional and the def2-TZVPD basis.

Element x y z (Å)
Y  0.1871  -0.9087  -0.3596
O  -0.7311  -5.0738  -0.6482
C  -0.4136  -3.7985  -0.5852
O  0.6703  -3.3348  -0.2252
O  -1.1616  -2.8896  -1.0715
H  -1.5652  -5.2173  -1.1012
O  -2.7010  -1.5062  2.7079
C  -1.7313  -1.1414  1.8520
O  -0.5436  -1.5394  1.8584
O  -1.9680  -0.3729  0.8880
H  -3.4738  -0.9838  2.4809
O  -0.8434  2.0835  -3.2305
C  -0.5076  1.1183  -2.3772
O  -1.2555  0.2323  -1.9647
O  0.6014  1.0428  -1.7922
H  -1.7091  1.7444  -3.4696
C  4.8033  -0.9814  -0.4948
C  3.3473  -0.7586  -0.9642
C  2.8826  -1.7078  -2.0908
O  1.5198  -1.4319  -2.3606
C  0.9520  -2.1716  -3.4907
N  2.5960  -0.8579  0.2679
H  4.9720  -1.9062  0.0570
H  5.0624  -0.2033  0.2232
H  5.4854  -0.9427  -1.3440
H  3.2841  0.2792  -1.2915
H  2.9059  -2.7312  -1.7163
H  3.4670  -1.7051  -3.0109
H  -0.0936  -1.8921  -3.6203
H  1.0939  -3.2503  -3.4246
H  1.5734  -1.9489  -4.3580
H  2.8918  -1.6901  0.7577
H  2.8285  -0.0558  0.8360
C  0.1577  5.0304  -0.7391
C  0.6480  4.7667  0.7078
C  0.6115  6.0094  1.6462
O  1.3433  7.0806  1.0579
C  1.6808  8.1069  1.9971
N  -0.2474  3.7320  1.1600
H  -0.8072  5.5321  -0.6661
H  -0.0452  4.1178  -1.2996
H  0.8043  5.6960  -1.3110
H  1.6998  4.4810  0.7164
H  1.0528  5.6898  2.5902
H  -0.4137  6.3232  1.8429
H  2.5405  7.6166  2.4538
H  0.9048  8.3153  2.7336
H  1.9861  9.0529  1.5500
H  -1.1967  3.9628  0.9037
H  -0.2512  3.6063  2.1621
C  -2.9389  2.9297  -0.7715
C  -3.4795  4.1983  -0.1913
O  -3.1114  4.5097  1.1273
O  -3.3561  1.8266  0.0398
H  -1.8497  2.9254  -0.7283
H  -3.3442  2.7289  -1.7632
H  -4.5679  4.1994  -0.2501
H  -3.1582  5.0063  -0.8485
H  -3.3534  3.7305  1.6333
H  -2.6740  1.1541  0.1040
C  1.7740  -2.3885  5.1642
C  1.3411  -3.8060  4.9355
O  0.8064  -3.9685  3.5444
O  0.7970  -1.4206  4.9666
H  2.6271  -2.1912  4.5150
H  2.2792  -2.2245  6.1160
H  0.5667  -4.0675  5.6566
H  2.1437  -4.4956  5.1972
H  -0.0450  -3.5552  3.3834
H  0.2266  -1.7491  4.2678
C  3.4728  -4.4002  1.9759
C  4.1942  -4.8212  0.6774
O  3.2077  -4.7731  -0.3644
O  2.8325  -3.1000  1.8870
H  4.2194  -4.5877  2.7476
H  2.6767  -5.0870  2.2634
H  4.5121  -5.8588  0.7795
H  5.0099  -4.1015  0.6082
H  2.6389  -4.0353  -0.1328
H  2.0975  -3.1736  2.5001
C  -3.2978  -0.8865  -5.9983
C  -2.7382  0.4193  -5.4306
O  -3.3576  0.5604  -4.0675
O  -2.8738  -2.0620  -5.3352
H  -3.0685  -0.8385  -7.0628
H  -4.3870  -0.9270  -6.0091
H  -2.8673  1.2694  -6.1005
H  -1.6577  0.4714  -5.2966
H  -3.0747  -0.1958  -3.5481
H  -3.2664  -2.1695  -4.4658
C  -4.7073  -2.4811  -0.7794
C  -4.7089  -1.6210  -2.0715
O  -3.5032  -1.9601  -2.7188
O  -5.0790  -3.8207  -1.0088
H  -5.4194  -1.9983  -0.1102
H  -3.7640  -2.3485  -0.2494
H  -4.6860  -0.6023  -1.6844
H  -5.6292  -1.6361  -2.6554
H  -2.9061  -2.1006  -1.9802
H  -6.0250  -3.9183  -1.1395
C  1.1302  0.8767  2.4356
C  2.3405  1.6279  2.8123
O  3.3573  1.0740  1.9997
O  0.6216  1.0862  1.0971
H  0.3502  1.1553  3.1442
H  1.3587  -0.1704  2.6340
H  2.6278  1.3468  3.8255
H  2.2423  2.7097  2.7221
H  4.1403  1.0996  2.5545
H  0.4092  2.0178  1.0034

Computed properties:
- HOMO: -9.07 eV
- Total energy: -75960.082 eV
- M: 822.64 g/mol
- Gap between HOMO and LUMO: 9.2643 eV
- Max |F|: 5.00 eV/Å

Here are the Löwdin charges for atoms 1 to 2, given in e: atom 1 (Y): 1.7595, atom 2 (O): 0.1830

=====

# 4
Here is C23H62BaF9O17 as an isolated structure in a non-equilibrium geometry from the Open Molecules 2025 dataset. Energies are from the ωB97M-V functional and the def2-TZVPD basis.

Element x y z (Å)
Ba  2.1783  -1.8908  1.1498
C  1.3788  -4.4360  3.5869
O  0.8799  -4.3162  2.1951
O  2.4474  -3.4583  3.5939
C  0.3077  -4.3579  4.7546
F  -0.5050  -3.3581  4.6356
F  -0.3259  -5.4432  4.8614
F  0.8362  -4.2819  5.9448
C  -0.2516  -5.0950  1.7482
C  -0.4079  -4.8712  0.2542
H  0.4496  -5.3424  -0.2263
H  -1.2779  -5.2909  -0.2508
H  -0.3032  -3.7970  0.1021
H  -1.2358  -5.0059  2.2082
H  -0.0283  -6.1618  1.7637
H  1.8581  -5.4128  3.6514
C  0.3177  -1.0025  -1.8069
O  0.0887  -0.3706  -0.5860
O  1.5535  -1.5965  -1.5777
C  -0.9416  -1.8907  -2.3157
F  -1.2342  -1.5463  -3.5225
F  -0.8036  -3.2677  -2.2636
F  -2.0403  -1.4740  -1.6831
C  -0.1682  1.0571  -0.5969
C  -0.1810  1.6102  0.8529
H  0.7585  1.5690  1.4041
H  -0.5425  2.6360  0.9259
H  -0.7098  0.9351  1.5257
H  -1.1252  1.3664  -1.0171
H  0.6353  1.6146  -1.0783
H  0.4456  -0.2011  -2.5346
C  0.9743  0.5865  4.5908
O  1.8044  0.2441  5.7204
O  1.3593  -0.2930  3.5584
C  -0.5651  0.7830  4.9418
F  -1.3426  0.7220  3.8791
F  -0.8578  -0.0235  5.9615
F  -0.8768  1.9981  5.3607
C  1.8467  1.1767  6.8092
C  2.4800  0.2848  7.8601
H  1.9797  -0.6669  8.0393
H  3.5074  0.0947  7.5495
H  2.5334  0.9435  8.7269
H  0.8714  1.5318  7.1422
H  2.4949  2.0254  6.5908
H  1.3983  1.5483  4.3023
C  0.2922  4.4841  -2.6993
O  0.6564  5.6011  -1.9062
H  -0.6769  4.0532  -2.4476
H  0.3722  4.6668  -3.7709
H  0.8158  3.5662  -2.4322
H  0.1102  6.2953  -2.2821
C  -4.5446  -0.2744  -3.2068
O  -3.8427  0.7678  -2.4766
H  -5.3548  -0.8514  -2.7609
H  -5.0990  0.2304  -3.9979
H  -3.7934  -0.7568  -3.8321
H  -3.0624  0.9646  -3.0001
C  3.8986  1.5800  -0.4465
O  3.4576  0.4590  0.2929
H  4.8526  1.4079  -0.9448
H  3.2466  1.7655  -1.3001
H  3.9370  2.5048  0.1290
H  3.9953  0.2199  1.0514
C  1.5432  -2.3048  -6.0290
O  1.4439  -3.3560  -5.0189
H  2.5369  -2.2073  -6.4661
H  0.9037  -2.3746  -6.9089
H  1.2474  -1.4066  -5.4869
H  1.6720  -2.9333  -4.1877
C  -2.3975  4.8391  2.5621
O  -3.3632  5.7944  2.7786
H  -1.5785  4.9914  3.2650
H  -2.8457  3.8526  2.6805
H  -1.8676  4.8243  1.6097
H  -2.9393  6.6292  2.5662
C  -0.8857  1.6099  -4.3883
O  -2.0241  1.2737  -5.0831
H  -1.1978  1.7834  -3.3585
H  -0.0587  0.9012  -4.3430
H  -0.3734  2.5229  -4.6917
H  -1.5858  0.9317  -5.8657
C  -1.9251  -1.8337  1.9933
O  -0.5463  -1.7647  2.1213
H  -2.4622  -0.8853  1.9801
H  -2.1247  -2.2812  1.0197
H  -2.3728  -2.3624  2.8349
H  -0.3074  -1.1684  2.8347
C  -2.1124  -6.3088  -2.9700
O  -2.4060  -7.6543  -3.1542
H  -3.0728  -5.7987  -2.8962
H  -1.2968  -6.0289  -2.3032
H  -1.6920  -5.9765  -3.9191
H  -1.5755  -8.1358  -3.1460
C  -3.1382  3.7902  -1.5014
O  -4.3681  3.3982  -1.0465
H  -3.0125  4.7849  -1.0739
H  -2.3244  3.1366  -1.1874
H  -3.2249  3.8724  -2.5849
H  -4.3870  2.4914  -1.3612
C  2.1763  4.4481  0.6604
O  2.8680  4.9953  -0.4286
H  2.8087  4.4396  1.5481
H  1.2813  5.0335  0.8713
H  1.9437  3.3941  0.5084
H  2.2381  5.1780  -1.1297
C  3.7318  0.4695  -3.8811
O  4.0107  -0.5628  -3.0177
H  3.3404  0.1354  -4.8420
H  2.9871  1.1366  -3.4471
H  4.6478  1.0102  -4.1195
H  3.1640  -0.8827  -2.6977

Computed properties:
- Expectation value of S²: 0.7590
- HOMO (alpha / beta): -9.08 / -8.27 eV
- 2S+1: 2
- Total energy: -84805.748 eV
- M: 919.04 g/mol
- Gap between HOMO and LUMO (alpha / beta): 8.4212 / 4.5912 eV
- Max |F|: 5.29 eV/Å

Here are the Löwdin charges for atoms 1 to 2, given in e: atom 1 (Ba): 2.0156, atom 2 (C): -0.2149